(1)
Molecular formula: C6H12
Method: DFT, ωB97M-V/def2-TZVPD

The calculation puts the LUMO energy at 0.031 Eh. The energy relative to the best compared isomer or geometry (same formula, charge and spin) comes out at 97.7 kcal/mol. The value obtained for the calculated total energy is -235.6625 Ha. Its HOMO energy is -7.868 eV. As for the HOMO-LUMO gap: 8.7 eV. Its charge is 0.

Cartesian coordinates (Å):
C -0.65653 0.17540 1.14709
C 1.20313 -1.10097 -0.23526
H 0.67254 1.02445 -0.40581
C -0.11167 -1.37411 -0.79550
H -0.11034 2.08762 2.03882
C -0.16076 -0.92270 -2.18231
C -0.95936 1.61371 1.53374
H -1.18586 2.20707 0.64129
H 0.57500 -0.17608 -2.51173
H 1.48907 -1.80161 0.54607
H 2.02479 -0.97734 -0.95014
H -1.55858 -0.25100 0.68112
H -1.82446 1.66508 2.19437
H 1.43261 0.57056 1.10506
H -0.46966 -0.44186 2.03460
H -1.15612 -0.65677 -2.51273
C 0.73120 0.23778 0.35132
H 0.06501 -1.87924 -2.68003

Löwdin atomic charge list, values in e, 8 entries: atom 1 (C): -0.26, atom 2 (C): -0.27, atom 3 (H): 0.11, atom 4 (C): -0.07, atom 5 (H): 0.07, atom 6 (C): -0.16, atom 7 (C): -0.13, atom 8 (H): 0.07



(2)
Molecular formula: C6H12
Method: DFT, ωB97M-V/def2-TZVPD

The calculation puts the LUMO energy at 0.038 Eh. As for the SMILES: CC1(C)CCC1. The energy relative to the best compared isomer or geometry (same formula, charge and spin) comes out at 42.3 kcal/mol. The value obtained for the calculated total energy is -235.7508 Ha. Its HOMO energy is -9.972 eV. As for the HOMO-LUMO gap: 11.0 eV. Its charge is 0.

Cartesian coordinates (Å):
C 1.79140 -0.28929 0.25701
H 2.73165 0.21043 0.54647
C -0.36219 0.06162 -0.03730
H 1.07004 0.42027 2.03613
H -0.67672 2.01444 -1.00502
H -0.61229 -1.90474 0.84984
H 0.92931 1.60681 0.79101
H -1.94818 -0.78514 1.18426
C -1.25977 1.15925 -0.64211
C 0.77056 0.54053 0.97852
H -1.81015 -1.53750 -0.41043
H 0.99207 0.33777 -1.79543
C 0.83082 -0.37685 -0.98163
H 1.90202 -1.29515 0.67340
H -1.99408 1.53658 0.08126
C -1.22939 -1.10914 0.42093
H 0.70916 -1.37195 -1.44276
H -1.83425 0.78207 -1.50414

Löwdin atomic charge list, values in e, 8 entries: atom 1 (C): -0.20, atom 2 (H): 0.11, atom 3 (C): -0.51, atom 4 (H): 0.11, atom 5 (H): 0.08, atom 6 (H): 0.08, atom 7 (H): 0.10, atom 8 (H): 0.08



(3)
Molecular formula: C6H12BCl3O2P
Method: DFT, ωB97M-V/def2-TZVPD

The calculation puts the LUMO energy at 0.086 Eh. The value obtained for the calculated total energy is -2132.9587 Ha. Its HOMO energy is -3.261 eV. As for the HOMO-LUMO gap: 5.6 eV. Its charge is -1.

Cartesian coordinates (Å):
C 0.01211 -0.37129 -2.37740
C 0.41230 0.32040 -3.83090
P -2.18988 -1.74885 0.27044
B -0.88756 -0.29453 0.27449
O -2.89292 -1.95062 -1.13098
H -0.16054 -0.79698 2.39261
H 1.43254 -0.15775 -4.20930
Cl -0.56736 2.25416 -1.26342
Cl 0.17749 -2.25412 -2.32859
H -1.54158 -2.94930 0.77169
H 2.64406 1.59166 3.19587
C 0.87959 1.25162 1.74748
H 0.49183 2.25386 2.25122
H -0.43437 -0.01250 -4.59901
C -0.35718 0.17558 1.76280
H 1.38734 1.41388 0.70567
Cl -2.77575 0.46419 -2.36409
C 2.02942 0.66511 2.81124
H -1.27347 0.72117 2.29930
C -0.44631 0.36971 -1.16954
H -3.20520 -1.33446 1.24391
H 2.37004 -0.94743 1.61078
H 1.55537 0.07500 3.70667
O 2.91893 -0.22901 2.04289
H 0.42111 1.49048 -3.81387

Löwdin atomic charge list, values in e, 8 entries: atom 1 (C): -0.63, atom 2 (C): -0.16, atom 3 (P): 0.68, atom 4 (B): -0.48, atom 5 (O): -0.65, atom 6 (H): 0.10, atom 7 (H): 0.07, atom 8 (Cl): 0.46



(4)
Molecular formula: C6H12BFN2O4P
Method: DFT, ωB97M-V/def2-TZVPD

The calculation puts the LUMO energy at -0.211 Eh. The value obtained for the calculated total energy is -1111.9152 Ha. Its HOMO energy is -13.288 eV. As for the HOMO-LUMO gap: 7.5 eV. Its charge is +1.

Cartesian coordinates (Å):
H -1.49019 1.68830 -2.46690
H 1.73432 0.09161 -1.31580
C -1.38886 -0.39338 2.04511
H -2.80654 0.52921 -3.32900
H -0.95789 0.31360 -3.70261
H -2.46171 -0.31000 1.54686
F 2.71721 2.33562 0.16294
N -1.58150 -0.37390 -1.64741
N 2.82496 0.51292 1.98339
B -0.29728 0.05227 -0.96007
O 1.93800 -1.66760 1.31158
H 3.57226 -0.11524 2.39319
C -1.72261 0.60165 -2.83490
H -1.41412 -2.53215 -1.49212
H -1.19009 -1.53307 2.33915
C 3.47197 1.21911 0.81228
H -0.05187 1.80009 1.11849
C 1.68411 -0.35290 1.44099
O 4.67942 0.92001 0.28532
H -1.84394 -0.06825 4.50491
C -1.41674 0.41259 3.50915
H -0.32992 -1.73802 -2.92348
P -0.04157 0.34906 0.91387
H -2.25322 -1.94999 -3.11026
O 0.89672 0.29482 -1.83907
O -0.89306 1.64383 3.60899
C -1.37783 -1.73019 -2.35459

Löwdin atomic charge list, values in e, 8 entries: atom 1 (H): 0.11, atom 2 (H): 0.10, atom 3 (C): -0.24, atom 4 (H): 0.13, atom 5 (H): 0.12, atom 6 (H): 0.14, atom 7 (F): 0.00, atom 8 (N): -0.18



(5)
Molecular formula: C6H12BeN4O14
Method: DFT, ωB97M-V/def2-TZVPD

The calculation puts the LUMO energy at 0.164 Eh. The energy relative to the best compared isomer or geometry (same formula, charge and spin) comes out at 0.0 kcal/mol. The value obtained for the calculated total energy is -1523.1702 Ha. Its HOMO energy is -1.440 eV. As for the HOMO-LUMO gap: 5.9 eV. Its charge is -2.

Cartesian coordinates (Å):
H -2.24410 3.38991 0.56379
O 0.19845 1.39237 0.79818
O 4.07528 1.53834 -2.31345
H -1.12810 3.64771 2.54488
C 1.01256 -1.40761 2.92087
N -3.77902 -1.16742 -0.15318
O -0.18269 -1.11848 2.65652
H 3.36397 3.50940 -1.62712
H -1.85150 -0.91430 2.32744
N -0.54754 2.86110 2.32374
H -3.62093 -1.15141 -1.14689
H 0.84098 -4.85867 -1.67966
H -3.41350 -1.67047 2.28760
N -1.57783 2.69493 0.28751
O 1.72678 -0.53745 -4.02109
H -0.06266 1.76833 -3.57284
H 0.33372 -1.98034 4.42866
O 3.16694 2.99344 -0.83353
O 2.66225 0.78567 -0.81746
H -4.40666 -1.80956 0.28842
O 1.44280 -4.27188 -2.14953
C 1.35052 -3.07972 -1.48646
O 0.29264 -2.86280 -0.80307
C 3.30983 1.72262 -1.34029
C -2.67109 -0.78074 0.56986
O 1.26076 -1.98207 4.13773
C 0.93003 0.24048 -3.51384
O 1.92549 -1.38673 2.06831
O 0.36794 0.10263 -2.37339
C -0.56864 2.28735 1.08285
O 0.53008 1.35863 -4.21665
H -1.55772 2.43408 -0.68461
Be 0.84663 -0.62287 -0.09226
H 0.10060 2.54676 3.02063
O -1.63228 -0.39562 0.06030
N -2.78511 -0.98603 1.91029
O 2.29113 -2.28956 -1.45225

Löwdin atomic charge list, values in e, 8 entries: atom 1 (H): 0.09, atom 2 (O): 0.05, atom 3 (O): -0.05, atom 4 (H): 0.08, atom 5 (C): -0.79, atom 6 (N): 0.14, atom 7 (O): -0.08, atom 8 (H): 0.08



(6)
Molecular formula: C6H12Br4O2Sr3
Method: DFT, ωB97M-V/def2-TZVPD

The calculation puts the LUMO energy at -0.520 Eh. The energy relative to the best compared isomer or geometry (same formula, charge and spin) comes out at 174.7 kcal/mol. The value obtained for the calculated total energy is -10772.6368 Ha. Its HOMO energy is -15.646 eV. As for the HOMO-LUMO gap: 1.5 eV. Its charge is +4.

Cartesian coordinates (Å):
H -1.41271 1.28380 0.21886
H 4.80958 -1.43118 -0.56359
H 5.11404 -0.75631 1.71053
C -1.46309 2.18332 0.83239
Br 4.87603 1.00145 -0.81827
O -3.00578 4.19820 1.07178
Br -0.41392 -4.88234 -3.27651
Br 2.94371 -2.02382 2.18370
H -3.43606 2.58528 -0.05170
C 4.11298 -0.73950 -0.08985
C -2.92494 2.78633 0.88981
H -1.40066 1.81199 1.85529
Sr -4.41725 7.23906 -1.46176
H -0.64097 -3.03745 -1.11146
H 3.13045 -1.01193 -0.47523
H -2.19940 -5.66663 -1.46001
O -0.32933 3.03594 0.61009
Sr 1.47036 5.04232 -2.67347
Br -2.69129 -3.36742 0.62665
C 4.09793 -0.64167 1.33307
H -3.56393 2.22622 1.57250
H 3.60722 0.27966 1.64684
H -0.61425 -5.38432 -0.76820
C -1.36353 -4.96730 -1.44109
Sr -0.37139 6.67123 2.54510
H -2.27592 -2.95706 -1.80974
C -1.63790 -3.47788 -1.09574

Löwdin atomic charge list, values in e, 8 entries: atom 1 (H): 0.12, atom 2 (H): 0.07, atom 3 (H): 0.08, atom 4 (C): -0.23, atom 5 (Br): 0.51, atom 6 (O): -0.29, atom 7 (Br): 0.53, atom 8 (Br): 0.63



(7)
Molecular formula: C6H12Br6
Method: DFT, ωB97M-V/def2-TZVPD

The calculation puts the LUMO energy at 0.012 Eh. As for the SMILES: BrCCBr.BrCCBr.BrCCBr. The energy relative to the best compared isomer or geometry (same formula, charge and spin) comes out at 7.0 kcal/mol. The value obtained for the calculated total energy is -15679.8996 Ha. Its HOMO energy is -10.370 eV. As for the HOMO-LUMO gap: 10.7 eV. Its charge is 0.

Cartesian coordinates (Å):
H 4.09765 0.88038 4.16587
C 1.58888 1.21341 -1.04909
Br -5.36508 -2.42758 -3.38485
C 2.34417 -0.03813 3.10775
H -0.47296 1.32599 -1.14405
H -4.93475 -2.31433 -0.90430
C 3.81045 0.20046 3.37332
H 4.26147 0.54744 2.44707
H 0.23764 0.56672 -2.65114
Br 1.83590 -0.65143 -0.57002
H 1.74461 -0.49467 3.88876
H 2.45524 1.59287 -1.58877
H -3.15276 -0.60154 -2.70686
H -2.64684 -2.04450 -1.82574
Br -2.94493 -0.06194 -0.21013
C 0.32073 1.32503 -1.88461
C -3.29075 -1.17152 -1.79348
H 1.52919 1.81437 -0.14770
Br 1.57915 1.74159 2.72759
Br 0.25215 3.15138 -2.63541
C -4.76059 -1.60729 -1.70676
H -5.39629 -0.73673 -1.59186
H 2.24101 -0.67782 2.23769
Br 4.66670 -1.53215 3.84672

Löwdin atomic charge list, values in e, 8 entries: atom 1 (H): 0.05, atom 2 (C): -0.72, atom 3 (Br): 0.60, atom 4 (C): -0.68, atom 5 (H): -0.01, atom 6 (H): 0.05, atom 7 (C): -0.68, atom 8 (H): 0.05



(8)
Molecular formula: C6H12BrF2N2OP
Method: DFT, ωB97M-V/def2-TZVPD

The calculation puts the LUMO energy (spin up / spin down) at -0.007 / -0.007 Eh. The energy relative to the best compared isomer or geometry (same formula, charge and spin) comes out at 21.7 kcal/mol. The value obtained for the calculated total energy is -3535.4426 Ha. Its HOMO energy (spin up / spin down) is -7.341 / -7.341 eV. As for the HOMO-LUMO gap (spin up / spin down): 7.1 / 7.1 eV. Its charge is 0.

Cartesian coordinates (Å):
H 2.59727 1.86261 0.82367
N 1.53647 0.19534 0.69718
C -1.28121 1.59736 -1.20621
F -0.48566 -2.46870 0.64271
H -1.94806 1.82966 -2.07225
C 2.24264 1.21146 1.57522
N -0.50742 0.58609 -1.04974
O -0.69362 1.34588 1.48146
C -3.06587 -1.05290 0.44398
H 1.57332 -1.61259 0.00833
F -2.88499 -1.55092 -0.78898
H -1.25782 2.44841 -0.38303
P -0.16251 0.16563 0.79027
H 2.81369 -1.56674 1.37471
Br -3.67776 0.69309 0.28084
H 2.94013 0.81120 2.17679
H 0.95780 -0.05678 -2.26393
C 2.31139 -0.99056 0.43172
H -3.50938 -1.75619 1.18485
C -0.93140 -1.37046 1.28337
C -0.04911 -0.18307 -2.22157
H -0.26631 -1.33127 -2.06464
H 1.38207 1.77010 2.08942
H -0.67939 0.07596 -3.02441
H 3.04575 -0.65261 -0.20975

Löwdin atomic charge list, values in e, 8 entries: atom 1 (H): 0.06, atom 2 (N): -0.33, atom 3 (C): -0.08, atom 4 (F): -0.13, atom 5 (H): 0.10, atom 6 (C): -0.05, atom 7 (N): -0.20, atom 8 (O): -0.36



(9)
Molecular formula: C6H12BrN2OS
Method: DFT, ωB97M-V/def2-TZVPD

The calculation puts the LUMO energy (spin up / spin down) at -0.183 / -0.183 Eh. As for the SMILES: C=[N+](/C=C(/Br)SN)CCOC. The energy relative to the best compared isomer or geometry (same formula, charge and spin) comes out at 52.6 kcal/mol. The value obtained for the calculated total energy is -3392.3668 Ha. Its HOMO energy (spin up / spin down) is -11.930 / -11.929 eV. As for the HOMO-LUMO gap (spin up / spin down): 6.9 / 6.9 eV. Its charge is +1.

Cartesian coordinates (Å):
C 1.48874 1.94988 -1.58368
C 1.21627 -0.82240 1.08956
H 0.97577 1.59927 -2.45659
S -1.78408 1.59951 0.56287
C 0.64386 -3.00814 0.37858
H 2.00740 -1.54985 1.46203
C -1.86482 -0.15303 0.16757
C -0.98581 -1.31054 0.02897
N 0.30056 -1.74468 0.39028
H 0.77488 -0.19762 1.85700
O 1.07261 1.05938 -0.46981
H 2.53841 2.08452 -1.72271
H -3.81881 1.97918 -0.19129
H 2.66608 0.67406 0.79449
Br -3.64051 -0.64846 -0.38505
H -1.51108 -1.97602 -0.62309
N -3.39160 1.88467 0.74873
C 1.98985 0.19038 0.17618
H -3.41364 2.84874 1.12976
H 0.93896 2.90882 -1.30966
H 2.31537 -0.45178 -0.71505
H -0.10764 -3.67340 0.02900
H 1.58923 -3.24246 0.64193

Löwdin atomic charge list, values in e, 8 entries: atom 1 (C): -0.02, atom 2 (C): -0.07, atom 3 (H): 0.08, atom 4 (S): 0.87, atom 5 (C): 0.21, atom 6 (H): 0.15, atom 7 (C): -0.80, atom 8 (C): -0.18



> Number 1 is which compound?

C6H12



> The highest charge belongs to which entry?

C6H12Br4O2Sr3



> Which value of calculated total energy does entry 9 give?

-3392.3668 Ha



> charge of number 5 (C6H12BeN4O14)?

-2